[1]
76
Properties=species:S:1:pos:R:3:forces:R:3 method="wB97M-V/def2-TZVPD" charge=+1 largest_force_ev_per_a=0.22 e_lumo_ev="-2.84 / -3.27" gap_ev="6.45 / 6.91" spin_multiplicity=6 energy_ha=-7629.888556
Fe 0.125 0.172 0.970 0.10 -0.17 0.00
O 2.187 0.491 0.794 -0.08 0.08 0.04
N 2.780 0.158 1.939 0.10 -0.02 0.01
C 4.038 -0.327 1.862 0.00 0.01 -0.02
C 4.732 -0.673 2.987 0.01 0.00 0.01
C 4.114 -0.526 4.229 -0.02 0.01 0.00
C 2.829 -0.043 4.287 0.02 0.00 0.00
C 2.136 0.311 3.124 -0.05 0.02 0.04
S 0.515 0.930 3.168 -0.04 -0.02 -0.03
H 4.415 -0.408 0.855 0.00 0.00 0.00
H 5.737 -1.055 2.893 0.00 0.00 -0.01
H 4.635 -0.794 5.137 0.00 0.00 0.00
H 2.312 0.073 5.229 0.00 0.01 0.00
N -1.373 2.546 -3.424 0.01 -0.22 -0.03
C -0.920 3.016 -2.078 0.01 0.01 0.07
C 0.078 2.019 -1.511 0.06 0.13 -0.01
N 0.187 2.159 -0.058 -0.07 -0.05 -0.02
H -2.064 3.171 -3.836 -0.07 -0.03 0.00
H -1.811 1.601 -3.340 0.00 0.18 0.01
H -0.591 2.458 -4.073 0.00 0.03 -0.02
H -1.813 3.041 -1.454 -0.01 0.03 -0.04
H -0.521 4.025 -2.181 0.02 -0.02 0.00
H 1.066 2.140 -1.956 -0.02 0.02 -0.03
H -0.260 1.008 -1.746 -0.01 -0.07 0.01
H -0.581 2.691 0.339 0.05 0.03 0.03
H 1.066 2.565 0.244 0.02 -0.02 0.00
C -5.659 1.468 1.689 -0.02 -0.02 -0.03
Ge -3.724 1.720 1.847 0.07 0.00 0.00
C -3.250 3.564 1.316 -0.01 -0.01 -0.03
C -3.216 1.540 3.725 -0.02 -0.03 0.01
Ge -2.465 0.155 0.450 -0.02 0.14 0.10
C -2.995 -1.689 0.848 0.05 -0.04 -0.03
C -3.550 -2.556 -0.093 -0.06 0.01 0.04
C -3.843 -3.873 0.239 -0.01 -0.01 -0.01
C -3.585 -4.343 1.517 0.00 0.01 0.01
C -3.034 -3.490 2.466 -0.02 0.01 0.00
C -2.737 -2.179 2.130 0.00 -0.01 -0.01
C -3.030 0.464 -1.440 -0.04 -0.04 -0.03
C -2.519 -0.323 -2.484 -0.04 -0.01 -0.02
C -3.012 -0.216 -3.785 0.02 -0.01 0.03
C -4.015 0.704 -4.082 0.03 0.03 0.01
C -4.512 1.515 -3.069 -0.01 -0.01 -0.02
C -4.029 1.387 -1.769 0.01 -0.02 0.00
H -6.180 2.169 2.340 -0.01 0.01 0.00
H -5.915 0.453 1.995 -0.01 0.00 0.00
H -6.014 1.611 0.668 -0.01 0.00 0.01
H -3.840 4.276 1.894 0.00 0.00 0.00
H -3.444 3.759 0.259 0.00 0.01 -0.01
H -2.198 3.773 1.529 0.00 -0.01 0.01
H -3.840 2.212 4.318 0.02 0.01 0.02
H -2.172 1.807 3.886 -0.01 0.00 0.00
H -3.372 0.525 4.088 -0.01 -0.01 -0.02
H -3.778 -2.212 -1.094 0.03 0.02 -0.02
H -4.272 -4.532 -0.505 0.00 0.00 0.00
H -3.813 -5.369 1.776 0.00 0.00 0.00
H -2.829 -3.850 3.466 0.00 0.00 0.00
H -2.279 -1.534 2.874 0.01 -0.01 0.00
H -1.737 -1.043 -2.269 0.01 -0.02 0.00
H -2.625 -0.865 -4.562 0.00 0.00 0.00
H -4.412 0.775 -5.086 0.00 -0.01 0.01
H -5.305 2.222 -3.281 0.00 0.00 0.00
H -4.472 1.999 -0.991 0.02 0.01 -0.01
I -1.101 -7.897 -2.151 0.00 0.01 0.00
C -0.640 -5.982 -1.469 0.00 -0.03 0.02
C -0.533 -5.749 -0.105 0.01 0.01 -0.02
C -0.246 -4.471 0.345 -0.01 0.00 -0.01
C -0.065 -3.436 -0.564 0.00 0.01 0.04
C -0.162 -3.683 -1.929 0.00 -0.01 -0.03
C -0.450 -4.957 -2.388 0.00 0.02 0.00
C 0.153 -2.059 -0.067 -0.02 -0.09 -0.07
O 0.255 -1.850 1.182 0.03 0.07 0.06
O 0.171 -1.073 -0.860 -0.02 0.08 -0.02
H -0.683 -6.555 0.600 0.00 0.00 0.00
H -0.183 -4.260 1.404 0.01 0.00 -0.01
H -0.007 -2.871 -2.627 0.00 0.00 0.00
H -0.527 -5.155 -3.448 0.00 0.00 0.00

[2]
77
Properties=species:S:1:pos:R:3:forces:R:3 method="wB97M-V/def2-TZVPD" charge=+1 largest_force_ev_per_a=0.88 e_lumo_ev="-3.86 / -3.80" gap_ev="6.73 / 6.78" spin_multiplicity=2 energy_ha=-1970.911150
Re 0.287 0.249 -0.268 0.30 0.41 0.24
C 2.664 1.132 -1.926 -0.07 -0.13 0.08
C 2.094 -0.160 -1.535 -0.09 0.04 -0.40
C 2.434 -0.366 -0.161 0.28 0.23 -0.10
C 3.083 0.843 0.264 -0.21 -0.28 0.15
C 3.286 1.711 -0.837 -0.06 0.21 -0.14
C 3.962 3.049 -0.803 0.00 0.10 0.03
C 3.496 1.107 1.661 0.09 0.01 0.02
C 2.680 -1.690 0.500 -0.20 -0.10 0.12
C 1.967 -1.252 -2.566 0.27 -0.16 0.01
C 2.569 1.700 -3.295 -0.01 0.10 -0.04
H 3.472 3.773 -1.458 0.01 -0.03 -0.01
H 5.000 2.979 -1.132 0.00 -0.01 0.01
H 3.974 3.476 0.201 0.01 -0.02 0.01
H 2.928 0.504 2.367 0.01 0.01 -0.03
H 3.401 2.161 1.929 0.00 0.01 -0.01
H 4.554 0.846 1.768 -0.01 0.00 0.04
H 1.981 -2.446 0.145 0.01 0.00 0.00
H 2.564 -1.619 1.582 0.01 0.00 0.00
H 3.693 -2.042 0.292 0.01 0.01 0.00
H 1.651 -2.192 -2.116 0.00 0.03 -0.03
H 2.941 -1.437 -3.026 -0.03 0.00 -0.03
H 1.269 -0.997 -3.362 0.01 0.02 -0.02
H 2.462 2.787 -3.282 0.01 -0.01 0.01
H 1.745 1.270 -3.861 -0.01 -0.02 0.02
H 3.492 1.487 -3.842 -0.01 -0.02 -0.02
N 0.430 2.396 -0.246 0.23 0.19 0.14
C -0.336 3.278 -1.172 0.03 -0.06 -0.03
C -1.842 3.272 -0.943 0.00 0.01 0.03
C -2.578 2.071 -1.555 0.02 0.03 -0.01
C -2.928 0.955 -0.584 -0.01 0.04 0.06
N -1.816 0.589 0.341 -0.30 0.07 0.11
H 0.186 2.653 0.716 -0.09 -0.02 0.03
H 1.414 2.639 -0.349 0.01 0.02 -0.03
H -0.106 2.960 -2.191 -0.02 0.01 -0.01
H 0.051 4.292 -1.051 -0.03 0.01 0.02
H -2.229 4.188 -1.390 0.02 -0.02 -0.05
H -2.048 3.376 0.129 -0.01 -0.02 0.00
H -1.985 1.674 -2.378 -0.01 -0.01 0.00
H -3.519 2.405 -1.994 -0.01 0.01 0.02
H -3.228 0.060 -1.129 0.03 0.02 -0.04
H -3.778 1.255 0.034 -0.01 -0.01 -0.02
H -2.116 -0.254 0.830 0.08 -0.03 -0.02
H -1.775 1.296 1.081 0.03 0.03 -0.08
O -0.731 1.960 2.632 -0.05 -0.01 -0.05
C -0.179 0.864 2.704 0.07 0.51 -0.04
O 0.525 0.396 1.698 -0.04 -0.87 0.15
C -0.243 0.015 3.908 -0.08 0.10 0.03
C 0.077 -1.334 3.846 0.08 -0.06 0.01
C -0.046 -2.159 4.965 0.00 0.02 0.00
C -0.482 -1.562 6.122 0.00 0.02 0.02
O -0.659 -2.133 7.337 0.01 -0.01 -0.02
C -1.205 -1.116 8.187 0.01 0.02 -0.05
O -1.175 0.111 7.457 0.00 0.01 -0.01
C -0.797 -0.207 6.188 0.01 -0.02 -0.01
C -0.700 0.611 5.100 -0.03 -0.08 0.03
H 0.424 -1.753 2.910 -0.02 0.01 -0.01
H 0.189 -3.213 4.931 0.01 0.00 0.00
H -0.585 -1.024 9.076 -0.03 -0.01 0.03
H -2.238 -1.370 8.430 0.00 -0.01 0.04
H -0.960 1.658 5.133 0.01 0.01 0.00
O -0.316 -1.830 -0.623 -0.02 -0.02 0.05
C -0.835 -1.463 -1.709 0.03 0.15 -0.08
O -0.682 -0.215 -2.010 -0.27 -0.37 -0.16
C -1.588 -2.355 -2.600 0.04 0.00 0.03
C -1.604 -3.727 -2.359 -0.04 -0.02 0.00
C -2.316 -4.566 -3.200 -0.01 -0.01 -0.02
C -3.017 -4.040 -4.277 0.03 0.01 0.02
C -2.989 -2.672 -4.483 -0.06 0.04 -0.06
C -2.284 -1.809 -3.672 0.02 -0.08 0.05
N -3.744 -2.103 -5.622 0.09 0.00 -0.03
O -4.223 -2.880 -6.415 -0.05 -0.03 0.02
O -3.819 -0.894 -5.685 -0.01 0.03 0.02
H -1.058 -4.122 -1.512 0.01 0.00 0.00
H -2.329 -5.632 -3.023 0.00 0.00 0.01
H -3.579 -4.667 -4.952 0.00 0.00 0.00
H -2.281 -0.748 -3.870 0.00 0.00 -0.01

[3]
78
Properties=species:S:1:pos:R:3:forces:R:3 method="wB97M-V/def2-TZVPD" charge=+1 largest_force_ev_per_a=1.53 e_lumo_ev="-2.67 / -2.66" gap_ev="6.92 / 6.92" spin_multiplicity=3 energy_ha=-3960.622565
Tm -0.575 -1.102 0.069 -0.53 -0.41 0.16
N -2.637 -1.298 1.936 -0.05 0.12 0.03
C -3.942 -1.730 1.424 0.08 -0.48 -0.07
C -3.722 -3.057 0.700 -0.21 0.34 0.15
N -2.736 -2.830 -0.368 -0.04 0.23 -0.01
H -2.399 -1.864 2.753 0.05 0.21 -0.15
H -2.699 -0.336 2.276 0.28 -0.27 -0.18
H -4.304 -0.979 0.713 0.04 -0.03 0.12
H -4.691 -1.854 2.216 0.04 0.06 -0.17
H -4.675 -3.452 0.325 0.17 0.02 0.06
H -3.306 -3.780 1.406 -0.02 -0.05 -0.05
H -3.187 -2.267 -1.089 0.06 -0.18 0.01
H -2.501 -3.715 -0.807 0.13 0.16 -0.08
C 2.236 1.814 -2.481 -0.05 -0.27 -0.12
C 1.808 1.021 -1.277 -0.01 -0.10 0.11
O 1.056 0.046 -1.385 0.00 0.16 -0.05
C 2.375 1.430 0.004 -0.07 -0.45 0.61
C 2.689 2.767 0.272 0.08 -0.20 -0.01
C 3.280 3.125 1.460 0.01 0.19 -0.02
C 3.605 2.148 2.393 0.03 -0.09 -0.23
C 3.305 0.822 2.153 -0.07 -0.09 -0.02
C 2.647 0.455 0.985 0.07 0.18 -0.44
O 2.303 -0.841 0.717 0.49 0.02 0.19
H 2.155 1.207 -3.380 -0.02 -0.02 0.01
H 3.261 2.163 -2.368 -0.07 0.04 -0.02
H 1.583 2.679 -2.594 -0.04 0.10 0.04
H 2.435 3.522 -0.454 0.02 0.14 -0.11
H 3.495 4.162 1.663 0.02 0.13 0.05
H 4.103 2.427 3.308 0.03 0.01 0.15
H 3.547 0.069 2.887 -0.01 -0.12 0.09
S -1.828 1.172 -0.278 -0.06 -0.39 0.08
C -1.026 2.241 0.856 0.11 0.03 0.37
C -1.203 3.607 0.653 0.11 0.01 0.10
C -0.675 4.549 1.527 0.32 -0.91 0.32
C -0.910 5.924 1.315 -0.11 0.56 -0.14
N -1.112 7.037 1.134 -0.05 0.33 -0.09
C 0.073 4.115 2.639 -0.54 -0.56 -0.70
C 0.262 2.755 2.840 -0.11 0.21 -0.04
C -0.274 1.809 1.973 -0.11 0.15 -0.07
S 0.016 0.135 2.371 -0.27 -0.13 0.12
C 0.618 5.045 3.551 0.23 0.31 0.26
N 1.082 5.790 4.288 0.19 0.24 0.28
H -1.784 3.930 -0.200 -0.03 0.09 0.00
H 0.821 2.411 3.699 0.03 0.05 0.03
C -0.405 -1.538 -4.722 -0.41 -0.24 0.27
S -1.666 -1.510 -3.398 0.37 1.23 -0.83
O -0.874 -1.808 -2.144 0.27 -0.17 0.60
C -1.994 0.270 -3.378 -0.15 -0.46 -0.29
C -0.999 1.208 -3.598 0.16 0.07 -0.08
C -1.305 2.556 -3.541 0.10 -0.12 -0.01
C -2.597 2.966 -3.256 -0.12 -0.09 -0.01
C -3.592 2.025 -3.050 0.01 0.14 -0.04
C -3.296 0.675 -3.119 0.04 -0.19 -0.05
H 0.522 -1.151 -4.316 0.04 0.09 0.13
H -0.746 -0.950 -5.567 -0.12 0.09 -0.02
H -0.267 -2.568 -5.038 -0.03 -0.13 0.10
H 0.011 0.899 -3.806 0.07 -0.03 0.00
H -0.534 3.293 -3.716 0.06 0.03 -0.02
H -2.820 4.020 -3.194 -0.08 0.08 -0.01
H -4.596 2.348 -2.824 -0.13 -0.01 0.01
H -4.071 -0.062 -2.970 -0.15 -0.10 0.03
N 3.016 -3.450 1.673 0.30 0.01 0.19
C 2.020 -3.926 2.624 -0.30 0.17 0.05
C 0.681 -3.311 2.212 0.25 -0.13 0.31
N 0.300 -3.599 0.807 0.09 -0.10 0.06
C 1.423 -3.578 -0.164 0.21 -0.16 -0.06
C 2.762 -4.088 0.388 -0.13 0.21 -0.24
H 3.955 -3.663 1.996 -0.12 -0.02 -0.06
H 2.711 -1.465 1.361 -0.07 -0.04 -0.24
H 2.280 -3.605 3.635 -0.06 0.03 -0.07
H 1.954 -5.027 2.624 -0.01 0.09 0.01
H 0.740 -2.227 2.364 0.03 -0.18 0.02
H -0.111 -3.695 2.859 -0.04 0.11 -0.09
H -0.067 -4.552 0.806 -0.18 0.41 -0.13
H 1.562 -2.554 -0.533 0.16 -0.17 -0.02
H 1.138 -4.198 -1.017 -0.07 0.16 0.02
H 3.556 -3.824 -0.312 -0.05 -0.04 -0.02
H 2.739 -5.185 0.486 -0.04 0.10 -0.03